Density functional theory data (wB97M-V/def2-TZVPD) for C4H7N3 in the gas phase.

Results
* Kohn-Sham gap: 8.67 eV
* energy above the lowest of the compared OMol25 structures with the same formula, charge and spin: 0.8974 eV
* 2S+1: 1
* E_tot: -8730.782 eV
* maximum force: 2.09 eV Å⁻¹
* net charge: 0
* structure (SMILES): CNc1cc[nH]n1

Last columns: bonded neighbours and bond lengths (Å).
Geometry (Å):
1 C 2.217 0.094 0.272  N2 1.435, H8 1.090, H9 1.100, H10 1.107
2 N 1.203 0.239 -0.732  C1 1.435, C3 1.361, H11 0.999
3 C -0.108 0.036 -0.430  N2 1.361, N4 1.322, C7 1.427
4 N -1.025 0.477 -1.274  C3 1.322, N5 1.346
5 N -2.191 0.238 -0.645  N4 1.346, C6 1.346, H12 1.003
6 C -2.038 -0.331 0.565  N5 1.346, C7 1.380, H13 1.081
7 C -0.684 -0.519 0.752  C3 1.427, C6 1.380, H14 1.084
8 H 2.383 -0.972 0.118  C1 1.090
9 H 3.080 0.744 0.064  C1 1.100
10 H 1.826 0.428 1.252  C1 1.107
11 H 1.451 0.531 -1.655  N2 0.999
12 H -3.029 0.572 -1.084  N5 1.003
13 H -2.887 -0.550 1.196  C6 1.081
14 H -0.198 -0.986 1.600  C7 1.084

natural (NBO) population analysis, charges in e, atoms 1 to 4:
1. C -0.418
2. N -0.619
3. C 0.308
4. N -0.337